1.
C4H8N2O in the gas phase at a distorted geometry. Source: the Open Molecules 2025 dataset; level of theory: ωB97M-V/def2-TZVPD.

The geometry in XYZ format:
```
15
Properties=species:S:1:pos:R:3:forces:R:3:nbo_charge:R:1
C -1.369 1.431 -0.483 4.053 -2.724 1.646 -0.188
C 0.191 0.603 0.096 -4.357 2.315 -1.473 0.110
C -0.586 -1.684 0.636 0.172 0.230 -0.120 -0.615
C 0.613 -0.816 0.259 -0.060 -0.384 -0.285 0.003
N -0.419 2.113 -1.245 0.259 0.319 -0.466 -0.409
N 0.706 1.447 -0.849 0.245 0.173 0.023 -0.384
O 1.614 -0.831 1.266 0.263 -0.084 0.314 -0.712
H -2.034 1.988 0.162 -0.203 0.221 0.021 0.176
H -1.318 -1.665 -0.165 -0.082 -0.043 -0.052 0.231
H -1.048 -1.297 1.541 -0.021 0.051 0.071 0.221
H -0.273 -2.713 0.810 0.061 -0.072 -0.001 0.198
H 1.060 -1.203 -0.683 -0.168 0.145 0.208 0.146
H -0.382 3.122 -1.379 0.188 -0.232 0.305 0.378
H 1.473 1.253 -1.491 -0.329 -0.010 -0.129 0.381
H 1.774 -1.747 1.524 -0.019 0.093 -0.061 0.466
```
Positions in Å, forces in eV/Å.

charge: 0
LUMO (alpha / beta): 0.80 / 0.80 eV
SMILES: C[C@H](O)c1c[nH][nH]1
energy relative to the best compared isomer or geometry (same formula, charge and spin): 6.498 eV
M: 100.1 g mol⁻¹
E_HOMO (alpha / beta): -7.2 / -7.2 eV
calculated total energy: -9299.89511 eV

2.
C4H8N2O in the gas phase at a distorted geometry. Source: the Open Molecules 2025 dataset; level of theory: ωB97M-V/def2-TZVPD.

The geometry in XYZ format:
```
15
Properties=species:S:1:pos:R:3:forces:R:3:nbo_charge:R:1
C 0.691 1.229 -0.878 -0.006 0.009 0.507 -0.636
C 0.502 -0.067 -0.069 -0.088 0.361 1.470 0.204
O 0.295 0.166 1.488 -1.402 0.989 -1.094 -0.830
C -0.813 -0.800 -0.435 0.186 -0.034 0.175 -0.227
N -1.824 0.008 0.220 -0.416 -0.207 0.076 -0.846
C 1.672 -0.913 0.060 0.867 -0.536 1.359 0.239
N 2.425 -1.396 0.791 0.428 -0.410 -1.398 -0.279
H 1.571 1.762 -0.520 -0.119 0.095 0.061 0.226
H -0.213 1.820 -0.732 0.156 0.065 0.080 0.252
H 0.816 1.097 -1.972 -0.080 -0.530 0.662 0.232
H 0.881 0.143 2.279 0.637 -0.279 -2.057 0.523
H -0.725 -1.843 -0.087 -0.120 0.211 0.056 0.181
H -1.032 -0.833 -1.517 0.573 0.178 0.326 0.204
H -1.517 0.062 1.188 -0.464 0.171 -0.118 0.396
H -2.729 -0.435 0.186 -0.151 -0.084 -0.105 0.359
```
Positions in Å, forces in eV/Å.

charge: 0
LUMO: 0.70 eV
SMILES: C[C@](O)(C#N)CN
energy relative to the best compared isomer or geometry (same formula, charge and spin): 3.100 eV
M: 100.1 g mol⁻¹
E_HOMO: -9.6 eV
calculated total energy: -9303.29302 eV

3.
2 unconnected molecules or ions with the total composition C4H8N2O at a distorted geometry. Source: the Open Molecules 2025 dataset; level of theory: ωB97M-V/def2-TZVPD.

The geometry in XYZ format:
```
15
Properties=species:S:1:pos:R:3:forces:R:3:nbo_charge:R:1
C -1.376 -0.659 0.204 -0.149 -1.824 -0.778 0.197
C 1.226 0.391 0.226 -0.107 1.865 -3.119 0.170
C -1.067 -2.063 0.161 2.912 -3.099 3.068 -0.731
C 0.984 1.852 0.169 1.124 -1.918 -5.078 -0.701
N -1.839 0.345 -0.126 0.941 -1.370 1.608 0.198
N 1.672 -0.300 -0.726 -0.153 -1.719 0.319 -0.647
O -2.162 1.474 -0.088 -1.351 3.026 -0.951 -0.424
H 0.793 -0.051 1.032 -0.379 -1.867 2.771 0.153
H -1.397 -2.721 1.092 0.406 1.930 -1.488 0.245
H 0.082 -2.367 0.087 -2.054 1.465 0.259 0.274
H -1.432 -2.649 -0.620 -1.195 -0.238 -1.770 0.248
H 0.059 2.142 -0.262 -1.294 -0.371 -0.632 0.251
H 1.709 2.198 -0.574 0.234 0.772 0.722 0.214
H 0.925 2.267 1.048 0.637 2.564 4.876 0.216
H 1.822 0.142 -1.622 0.428 0.784 0.195 0.337
```
Positions in Å, forces in eV/Å.

charge: 0
LUMO: 0.79 eV
SMILES: CC#[N+][O-].[H]/N=C\C
energy relative to the best compared isomer or geometry (same formula, charge and spin): 5.833 eV
M: 100.1 g mol⁻¹
E_HOMO: -9.5 eV
calculated total energy: -9300.55981 eV

4.
C4H8N2O in the gas phase at a distorted geometry. Source: the Open Molecules 2025 dataset; level of theory: ωB97M-V/def2-TZVPD.

The geometry in XYZ format:
```
15
Properties=species:S:1:pos:R:3:forces:R:3:nbo_charge:R:1
O 0.018 0.842 2.673 -0.308 -0.693 0.056 -0.686
C 0.007 0.421 1.516 -0.037 -0.060 0.318 0.771
N 0.516 1.245 0.564 -0.018 -0.114 0.473 -0.664
C 0.469 1.014 -0.880 -0.044 -0.174 -0.114 -0.207
C 0.372 -0.507 -1.119 0.000 -0.058 0.037 -0.412
C -0.709 -1.140 -0.242 -0.029 0.003 -0.122 -0.212
N -0.445 -0.811 1.147 -0.088 -0.003 0.209 -0.636
H 0.712 2.028 1.200 0.439 0.645 -1.782 0.435
H -0.395 1.497 -1.366 0.140 0.008 0.321 0.181
H 1.365 1.392 -1.395 -0.161 0.005 0.402 0.208
H 1.332 -0.988 -0.900 -0.100 0.148 0.066 0.213
H 0.143 -0.723 -2.171 0.046 0.225 0.196 0.220
H -0.702 -2.232 -0.343 0.044 0.234 -0.047 0.207
H -1.703 -0.789 -0.560 0.132 -0.008 0.041 0.177
H -0.980 -1.249 1.877 -0.016 -0.157 -0.055 0.406
```
Positions in Å, forces in eV/Å.

charge: 0
LUMO: 0.83 eV
SMILES: O=C1NCCCN1
energy relative to the best compared isomer or geometry (same formula, charge and spin): 0.422 eV
M: 100.1 g mol⁻¹
E_HOMO: -9.3 eV
calculated total energy: -9305.97074 eV

5.
C4H8N2O in the gas phase at a distorted geometry. Source: the Open Molecules 2025 dataset; level of theory: ωB97M-V/def2-TZVPD.

The geometry in XYZ format:
```
15
Properties=species:S:1:pos:R:3:forces:R:3:nbo_charge:R:1
C -0.189 -1.599 -0.087 3.496 1.411 -1.419 -0.222
C 1.069 -1.101 -0.410 -3.819 -0.247 1.281 -0.057
C -1.240 -0.687 0.460 2.159 -0.672 1.596 -0.518
C -0.600 0.677 0.427 0.516 -1.395 -5.626 0.183
N 1.226 0.277 -0.356 -2.981 1.333 1.155 -0.224
N -1.171 1.586 -0.538 0.658 -2.034 -0.648 -0.837
O 2.187 0.664 0.594 1.198 -0.001 0.887 -0.613
H -0.472 -2.551 -0.405 -0.262 -1.637 -0.186 0.197
H 1.851 -1.664 -0.821 1.013 -0.938 -0.430 0.196
H -2.089 -0.781 -0.226 -0.325 0.283 0.924 0.248
H -1.281 -1.065 1.559 -1.163 0.798 -1.752 0.234
H -0.405 1.146 1.301 0.822 1.285 2.749 0.179
H -0.856 1.386 -1.558 -0.578 0.716 2.653 0.396
H -0.901 2.454 -0.155 0.310 1.601 -0.836 0.368
H 2.871 1.257 0.215 -1.044 -0.503 -0.348 0.468
```
Positions in Å, forces in eV/Å.

charge: 0
LUMO: 0.96 eV
energy relative to the best compared isomer or geometry (same formula, charge and spin): 5.542 eV
M: 100.1 g mol⁻¹
E_HOMO: -7.8 eV
calculated total energy: -9300.85108 eV

6.
2 unconnected molecules or ions with the total composition C4H8N2O at a distorted geometry. Source: the Open Molecules 2025 dataset; level of theory: ωB97M-V/def2-TZVPD.

The geometry in XYZ format:
```
15
Properties=species:S:1:pos:R:3:forces:R:3:nbo_charge:R:1
N 0.658 1.876 0.674 0.169 0.567 -0.086 -1.099
C -0.455 -0.439 0.932 -0.578 -0.722 -0.045 -0.286
C -0.068 -1.266 -0.032 -0.674 -0.036 -0.056 -0.167
C -0.127 -0.941 -1.495 -0.113 -0.540 0.120 -0.099
O 0.107 0.431 -1.752 -0.063 -0.014 -0.141 -0.729
C -0.489 -0.817 2.313 -0.362 -0.495 1.063 0.266
N -0.608 -1.119 3.426 0.278 0.358 -1.120 -0.323
H 0.404 1.854 -0.303 -0.017 0.162 0.013 0.384
H 0.398 2.745 1.109 0.404 0.306 -0.018 0.366
H -0.840 0.530 0.717 -0.022 0.121 0.048 0.270
H 0.068 -2.304 0.211 0.653 -0.277 0.045 0.213
H 1.637 1.658 0.734 0.263 0.305 0.248 0.370
H -1.133 -1.218 -1.840 0.091 -0.063 -0.112 0.180
H 0.595 -1.578 -2.027 -0.080 0.194 0.039 0.175
H -0.147 0.589 -2.666 0.052 0.135 0.004 0.479
```
Positions in Å, forces in eV/Å.

charge: 0
LUMO: 0.41 eV
SMILES: N#C/C=C/CO.N
energy relative to the best compared isomer or geometry (same formula, charge and spin): 2.660 eV
M: 100.1 g mol⁻¹
E_HOMO: -9.1 eV
calculated total energy: -9303.73325 eV

7.
C4H8N2O in the gas phase at a distorted geometry. Source: the Open Molecules 2025 dataset; level of theory: ωB97M-V/def2-TZVPD.

The geometry in XYZ format:
```
15
Properties=species:S:1:pos:R:3:forces:R:3:nbo_charge:R:1
C -1.898 1.043 0.354 -0.119 0.039 -0.014 -0.413
N -0.463 0.824 0.416 0.110 0.211 0.114 -0.613
C 0.102 -0.168 -0.454 -0.451 0.001 -0.039 -0.167
C 1.625 -0.023 -0.559 0.005 0.088 -0.456 -0.053
O 2.303 -0.541 0.556 -0.181 -0.122 -0.077 -0.705
C -0.142 -1.580 -0.030 0.396 -1.226 0.467 0.252
N -0.056 -2.662 0.381 -0.388 1.214 -0.506 -0.339
H -2.210 1.054 -0.698 0.052 -0.022 0.221 0.194
H -2.503 0.293 0.889 0.108 0.086 -0.134 0.179
H -2.119 2.036 0.763 -0.022 -0.263 -0.012 0.208
H -0.115 0.725 1.364 -0.067 0.012 -0.147 0.377
H -0.328 -0.050 -1.456 0.055 0.088 0.154 0.232
H 1.848 1.044 -0.634 -0.008 -0.179 0.024 0.205
H 1.924 -0.525 -1.489 0.199 0.048 0.094 0.165
H 2.032 -1.470 0.597 0.309 0.026 0.311 0.477
```
Positions in Å, forces in eV/Å.

charge: 0
LUMO: 0.86 eV
SMILES: CN[C@H](C#N)CO
energy relative to the best compared isomer or geometry (same formula, charge and spin): 1.910 eV
M: 100.1 g mol⁻¹
E_HOMO: -9.6 eV
calculated total energy: -9304.48326 eV

8.
2 unconnected molecules or ions with the total composition C4H8N2O at a distorted geometry. Source: the Open Molecules 2025 dataset; level of theory: ωB97M-V/def2-TZVPD.

The geometry in XYZ format:
```
15
Properties=species:S:1:pos:R:3:forces:R:3:nbo_charge:R:1
C 0.522 0.669 0.084 -1.127 -1.340 -0.129 -0.182
C -0.849 0.728 0.120 1.895 0.914 0.742 -0.112
C 1.316 -0.640 -0.007 -2.379 -0.954 0.879 -0.255
C -3.684 0.099 -0.324 4.544 -3.269 -1.160 -0.153
N -1.655 -0.352 0.124 -3.576 0.971 -0.008 0.088
N 2.688 -0.425 -0.186 1.292 1.192 -0.375 -0.869
O -1.269 -1.503 0.056 -0.483 -0.610 -0.343 -0.358
H 0.989 1.641 0.059 0.541 -0.115 0.299 0.213
H -1.272 1.663 0.453 -0.604 0.029 -0.662 0.213
H 1.182 -1.344 0.978 0.020 1.906 -2.189 0.207
H 0.881 -1.252 -0.840 -0.005 0.319 0.686 0.192
H -3.913 -0.942 -0.513 -0.060 0.042 -0.434 0.140
H -4.256 0.593 0.349 -1.255 2.067 2.118 0.124
H 3.118 -1.249 0.199 1.158 0.237 -1.001 0.378
H 2.940 -0.007 -1.119 0.038 -1.388 1.578 0.375
```
Positions in Å, forces in eV/Å.

charge: 0
LUMO (alpha / beta): -0.95 / 0.04 eV
energy relative to the best compared isomer or geometry (same formula, charge and spin): 9.220 eV
M: 100.1 g mol⁻¹
E_HOMO (alpha / beta): -7.5 / -8.8 eV
calculated total energy: -9297.17323 eV

Question: What is the M in the second record?
Answer: 100.1 g mol⁻¹